Entry 1:
{"formula": "C19H58O17", "method": "wB97M-V/def2-TZVPD", "orbital_gap_ha": 0.374, "spin_multiplicity": 1, "lumo_energy_ev": 0.5, "e_above_lowest_kcal_mol": 0.0, "charge": 0, "largest_force_ha_per_bohr": 0.0678, "e_tot_ev": -55446.8418, "smiles": "OCCO.OCCO.OCCO.OCCO.OCCO.OCCO.OCCO.CCO.CCO.CO", "elements": ["O", "C", "C", "O", "H", "H", "H", "H", "H", "H", "O", "C", "C", "O", "H", "H", "H", "H", "H", "H", "O", "C", "C", "O", "H", "H", "H", "H", "H", "H", "O", "C", "C", "O", "H", "H", "H", "H", "H", "H", "O", "C", "C", "O", "H", "H", "H", "H", "H", "H", "O", "C", "C", "O", "H", "H", "H", "H", "H", "H", "O", "C", "C", "O", "H", "H", "H", "H", "H", "H", "C", "C", "O", "H", "H", "H", "H", "H", "H", "C", "C", "O", "H", "H", "H", "H", "H", "H", "C", "O", "H", "H", "H", "H"], "positions_angstrom": [[2.234, -2.943, -1.536], [2.791, -3.735, -0.461], [1.782, -4.376, 0.562], [0.913, -3.388, 1.176], [2.871, -2.214, -1.767], [3.324, -4.579, -0.897], [3.595, -3.224, 0.086], [2.254, -4.872, 1.391], [1.126, -5.140, 0.020], [0.241, -3.213, 0.519], [0.532, 6.543, -2.057], [1.004, 5.778, -0.978], [0.838, 4.316, -1.132], [-0.569, 4.019, -1.151], [-0.401, 6.396, -2.339], [2.080, 5.897, -0.934], [0.584, 6.157, 0.007], [1.336, 3.749, -0.366], [1.321, 4.052, -2.073], [-0.751, 3.178, -0.657], [-0.575, 1.938, -3.019], [-1.852, 1.486, -2.477], [-1.759, 0.718, -1.131], [-1.483, 1.692, -0.118], [-0.296, 2.713, -2.534], [-2.534, 2.275, -2.242], [-2.325, 0.803, -3.229], [-0.927, 0.068, -1.173], [-2.687, 0.165, -0.951], [-1.073, 1.337, 0.708], [1.981, -0.449, 0.276], [3.319, -0.267, 0.129], [3.731, 0.207, -1.264], [3.578, -0.738, -2.260], [1.557, -1.026, -0.356], [3.614, 0.653, 0.777], [3.890, -1.129, 0.473], [4.805, 0.484, -1.163], [3.230, 1.118, -1.408], [2.892, -0.489, -2.909], [-0.016, -3.463, -3.349], [-0.780, -2.383, -2.950], [-1.701, -2.450, -1.708], [-0.984, -2.497, -0.491], [0.807, -3.457, -2.910], [-0.091, -1.503, -2.798], [-1.521, -2.230, -3.768], [-2.250, -3.425, -1.758], [-2.405, -1.603, -1.664], [-1.576, -2.603, 0.223], [-2.009, -3.027, 4.824], [-2.388, -4.017, 3.869], [-3.340, -3.265, 2.938], [-2.747, -2.210, 2.195], [-1.058, -2.838, 4.857], [-1.559, -4.365, 3.295], [-2.912, -4.774, 4.429], [-4.067, -2.807, 3.624], [-3.803, -3.963, 2.257], [-2.305, -1.784, 2.924], [-2.967, 5.311, -2.993], [-3.355, 5.705, -1.690], [-4.665, 5.086, -1.130], [-4.558, 3.689, -1.033], [-2.373, 4.565, -2.913], [-2.523, 5.669, -0.973], [-3.626, 6.759, -1.801], [-5.374, 5.303, -1.923], [-5.038, 5.531, -0.243], [-3.969, 3.479, -0.229], [-0.791, 1.582, 3.642], [0.174, 0.668, 3.040], [0.154, 1.059, 1.669], [-0.424, 2.644, 3.709], [-0.888, 1.201, 4.699], [-1.779, 1.511, 3.178], [-0.088, -0.351, 3.133], [1.166, 0.708, 3.498], [0.966, 0.670, 1.210], [3.354, -3.210, 4.073], [2.102, -3.887, 4.570], [0.950, -3.294, 3.989], [4.267, -3.757, 4.257], [3.475, -2.260, 4.642], [3.290, -2.887, 2.978], [1.972, -3.823, 5.625], [2.096, -4.994, 4.371], [1.111, -3.252, 2.971], [1.732, 0.951, -5.056], [1.666, 0.415, -3.676], [1.060, 0.362, -5.645], [1.651, 2.030, -5.004], [2.794, 0.681, -5.307], [0.956, 0.842, -3.220]]}



Entry 2:
{"formula": "C19H60N4O11", "method": "wB97M-V/def2-TZVPD", "orbital_gap_ha": 0.322, "spin_multiplicity": 1, "lumo_energy_ev": 0.4, "e_above_lowest_kcal_mol": 55.3, "charge": 0, "largest_force_ha_per_bohr": 0.1918, "e_tot_ev": -49152.4426, "smiles": "NC(N)=O.NC(N)=O.CC(C)O.CC(C)O.CC(C)O.CC(C)O.CO.CO.CO.CO.CO", "elements": ["N", "C", "N", "O", "H", "H", "H", "H", "N", "C", "N", "O", "H", "H", "H", "H", "C", "C", "C", "O", "H", "H", "H", "H", "H", "H", "H", "H", "C", "C", "C", "O", "H", "H", "H", "H", "H", "H", "H", "H", "C", "C", "C", "O", "H", "H", "H", "H", "H", "H", "H", "H", "C", "C", "C", "O", "H", "H", "H", "H", "H", "H", "H", "H", "C", "O", "H", "H", "H", "H", "C", "O", "H", "H", "H", "H", "C", "O", "H", "H", "H", "H", "C", "O", "H", "H", "H", "H", "C", "O", "H", "H", "H", "H"], "positions_angstrom": [[0.490, -1.160, 1.075], [0.376, -0.254, 0.106], [0.212, -0.845, -1.027], [0.442, 1.137, 0.250], [0.525, -0.855, 2.047], [0.190, -2.113, 0.988], [0.125, -0.199, -1.839], [0.633, -1.757, -1.168], [0.908, 3.797, 0.269], [1.940, 4.325, 0.881], [1.774, 5.573, 1.239], [3.182, 3.748, 0.990], [0.855, 2.775, 0.158], [-0.038, 4.276, 0.238], [2.473, 5.933, 1.872], [0.808, 6.016, 1.254], [0.111, -1.105, 5.644], [0.972, -0.741, 4.452], [1.641, -1.965, 3.733], [0.479, 0.074, 3.646], [0.760, -1.325, 6.411], [-0.669, -1.902, 5.480], [-0.419, -0.192, 5.876], [1.754, -0.231, 4.893], [2.316, -1.820, 2.800], [0.817, -2.653, 3.504], [2.309, -2.486, 4.426], [0.886, 0.932, 3.734], [-1.919, 1.086, -2.377], [-0.898, 1.290, -3.444], [-0.385, 2.707, -3.501], [0.144, 0.598, -3.278], [-1.489, 1.296, -1.405], [-2.190, 0.043, -2.530], [-2.827, 1.627, -2.575], [-1.307, 1.025, -4.424], [0.191, 2.930, -2.609], [-1.223, 3.375, -3.497], [0.142, 2.899, -4.472], [0.769, 0.935, -3.903], [3.743, 0.903, -0.154], [3.406, 0.808, -1.591], [2.870, 2.150, -2.020], [4.428, 0.522, -2.258], [4.443, 1.705, 0.130], [4.145, -0.020, 0.361], [2.801, 1.179, 0.336], [2.654, 0.028, -1.738], [2.043, 2.446, -1.454], [2.559, 2.158, -3.068], [3.647, 2.963, -1.928], [5.031, -0.042, -1.786], [-2.746, -3.049, -2.014], [-3.360, -2.065, -1.127], [-4.450, -2.607, -0.177], [-2.563, -1.397, -0.435], [-1.893, -2.628, -2.510], [-3.473, -3.486, -2.697], [-2.219, -3.863, -1.420], [-3.856, -1.376, -1.792], [-4.861, -1.859, 0.486], [-4.140, -3.478, 0.403], [-5.230, -3.037, -0.866], [-1.706, -1.197, -0.891], [1.037, -2.845, -3.451], [1.648, -3.047, -2.284], [1.100, -1.797, -3.687], [0.006, -3.053, -3.309], [1.441, -3.504, -4.207], [2.559, -2.895, -2.461], [-2.507, 1.112, 1.902], [-3.396, 0.027, 1.750], [-1.503, 0.822, 2.198], [-2.982, 1.827, 2.625], [-2.426, 1.670, 0.981], [-3.054, -0.513, 1.005], [2.670, -3.537, 0.464], [2.738, -2.157, 0.251], [2.888, -3.707, 1.478], [3.421, -3.988, -0.194], [1.683, -3.915, 0.164], [1.912, -1.666, 0.459], [-2.226, 3.924, -0.487], [-1.613, 5.028, 0.093], [-2.514, 4.076, -1.481], [-3.082, 3.485, 0.058], [-1.465, 3.179, -0.503], [-1.813, 5.868, -0.326], [-1.769, -2.694, 2.598], [-1.434, -3.092, 1.291], [-1.492, -3.418, 3.317], [-2.790, -2.454, 2.534], [-1.210, -1.777, 2.837], [-1.966, -2.532, 0.690]]}